1.
{
  "formula": "C27H30IrN3O5P2",
  "method": "the ωB97M-V functional and the def2-TZVPD basis",
  "symbols": ["Ir", "O", "N", "N", "O", "C", "C", "C", "C", "C", "C", "H", "H", "H", "H", "H", "N", "C", "C", "C", "C", "C", "C", "P", "C", "C", "C", "C", "C", "C", "C", "C", "C", "C", "C", "C", "H", "H", "H", "H", "H", "H", "H", "H", "H", "H", "H", "H", "H", "H", "H", "H", "C", "O", "P", "O", "C", "O", "C", "H", "H", "H", "H", "H", "H", "H", "H", "H"],
  "xyz": [[-0.9173, 0.3473, 0.6012], [-2.8017, 0.3694, 1.3773], [-2.9620, 0.1107, 2.6377], [-1.9104, -0.2396, 3.1972], [-0.7500, -0.2596, 2.5168], [-1.8568, -0.5805, 4.5992], [-2.9490, -1.2130, 5.1698], [-2.8902, -1.5043, 6.5228], [-1.7640, -1.1683, 7.2637], [-0.6865, -0.5304, 6.6619], [-0.7237, -0.2237, 5.3112], [-3.8145, -1.4732, 4.5768], [-3.7264, -1.9986, 6.9969], [-1.7278, -1.4024, 8.3187], [0.1807, -0.2589, 7.2474], [0.0914, 0.2987, 4.8291], [-2.0376, 1.9757, -0.2450], [-1.8386, 2.5515, -1.5637], [-2.5526, 3.6675, -1.9745], [-2.3772, 4.1053, -3.2755], [-1.5142, 3.4345, -4.1403], [-0.7996, 2.3353, -3.7048], [-0.9645, 1.8971, -2.3894], [0.0944, 0.6718, -1.5973], [0.1845, -0.6285, -2.8446], [-1.0069, -0.9959, -3.4695], [-1.0014, -1.9553, -4.4714], [0.1954, -2.5395, -4.8599], [1.3850, -2.1779, -4.2370], [1.3819, -1.2321, -3.2261], [1.6776, 1.5336, -1.4840], [2.4795, 1.7108, -2.6123], [3.6175, 2.4973, -2.5335], [3.9550, 3.1188, -1.3389], [3.1526, 2.9567, -0.2179], [2.0180, 2.1650, -0.2888], [-2.0057, 2.7099, 0.4638], [-2.9872, 1.6021, -0.1996], [-3.2400, 4.1726, -1.3075], [-2.9243, 4.9702, -3.6245], [-1.3947, 3.7838, -5.1565], [-0.1167, 1.8272, -4.3729], [-1.9438, -0.5294, -3.1878], [-1.9282, -2.2343, -4.9535], [0.2048, -3.2771, -5.6512], [2.3174, -2.6338, -4.5416], [2.3096, -0.9721, -2.7337], [2.2201, 1.2521, -3.5574], [4.2376, 2.6297, -3.4095], [4.8432, 3.7336, -1.2832], [3.4110, 3.4441, 0.7123], [1.4041, 2.0284, 0.5946], [0.4799, -2.7075, 3.1347], [0.5869, -2.5208, 1.7109], [0.7026, -1.3890, 0.6477], [0.7750, -2.2545, -0.6527], [-0.2270, -3.2433, -0.9917], [2.1015, -0.7089, 0.7636], [3.3552, -1.4523, 0.7704], [0.8330, -3.7174, 3.3209], [-0.5563, -2.6131, 3.4386], [1.1033, -1.9861, 3.6576], [0.0444, -3.6115, -1.9759], [-1.2120, -2.7780, -1.0263], [-0.2045, -4.0464, -0.2603], [3.9985, -0.9628, 1.4937], [3.7855, -1.3907, -0.2251], [3.1861, -2.4900, 1.0484]],
  "forces_ev_per_angstrom": [[-0.32, -0.54, -0.39], [0.04, -0.36, -0.08], [0.27, 0.20, 0.13], [-0.21, -0.09, -0.13], [0.27, 0.54, 0.14], [-0.05, 0.04, -0.07], [0.03, -0.05, 0.03], [0.00, -0.01, 0.01], [-0.01, -0.01, -0.02], [0.00, 0.00, -0.01], [0.01, 0.03, 0.04], [0.00, 0.01, -0.01], [0.00, 0.00, 0.01], [0.00, 0.00, 0.00], [0.00, 0.00, 0.01], [-0.01, -0.03, 0.00], [-0.17, 0.03, 0.21], [-0.07, 0.07, 0.03], [0.01, -0.08, -0.01], [0.00, 0.02, -0.03], [-0.01, 0.03, -0.01], [0.01, -0.03, 0.07], [0.13, 0.09, -0.09], [0.25, 0.13, 0.04], [-0.04, 0.03, -0.03], [-0.02, -0.03, 0.00], [0.00, 0.02, 0.02], [0.01, 0.00, 0.00], [-0.01, -0.02, 0.00], [0.01, 0.01, 0.01], [0.03, -0.07, 0.07], [-0.02, 0.04, -0.05], [0.00, 0.00, 0.00], [0.00, 0.00, 0.01], [0.00, 0.00, -0.01], [0.02, -0.03, 0.02], [0.06, 0.00, 0.01], [-0.04, 0.08, 0.04], [0.00, -0.01, 0.01], [0.00, 0.00, 0.00], [0.00, 0.00, 0.00], [0.00, -0.01, 0.00], [0.00, 0.01, 0.01], [0.00, 0.00, -0.01], [0.00, 0.00, 0.00], [0.00, 0.00, 0.00], [-0.01, 0.00, 0.00], [0.00, -0.01, 0.01], [0.00, 0.00, 0.00], [0.00, 0.00, 0.00], [0.01, 0.01, 0.00], [0.00, -0.01, -0.01], [0.20, 0.11, 0.00], [-0.30, -0.18, -0.07], [-0.10, 0.10, 0.03], [0.08, -0.04, 0.06], [-0.01, 0.02, -0.03], [0.00, 0.01, 0.07], [-0.01, 0.00, -0.04], [0.01, 0.01, 0.01], [0.00, -0.03, 0.00], [-0.04, 0.00, 0.01], [-0.01, 0.01, 0.00], [0.00, -0.01, 0.01], [0.00, -0.01, 0.00], [0.00, 0.00, 0.00], [0.01, -0.01, 0.00], [0.01, 0.00, 0.00]],
  "charge": 2,
  "de_lowest_ev": 2.862,
  "e_tot_ha": -2373.8006,
  "e_homo_ev": -14.51,
  "spin_multiplicity": 1,
  "max_force_ha_per_bohr": 0.0144
}

---

2.
{
  "formula": "C27H30N3RhS",
  "method": "the ωB97M-V functional and the def2-TZVPD basis",
  "symbols": ["Rh", "S", "C", "C", "C", "C", "C", "C", "C", "C", "C", "N", "H", "H", "H", "H", "H", "H", "C", "C", "C", "C", "C", "C", "C", "N", "C", "C", "C", "C", "C", "C", "C", "N", "C", "C", "C", "C", "H", "H", "H", "H", "H", "H", "H", "H", "H", "H", "H", "H", "H", "H", "H", "H", "H", "H", "H", "H", "H", "H", "H", "H"],
  "xyz": [[1.5565, 0.1181, -1.8815], [4.8993, 1.2344, -4.6819], [5.0656, 2.2891, -3.3395], [4.1153, 2.1038, -2.3490], [3.2138, 1.0907, -2.6490], [3.5213, 0.5061, -3.9247], [2.7540, -0.5643, -4.4879], [3.0324, -1.1516, -5.7279], [2.2329, -2.1803, -6.1844], [1.1688, -2.6111, -5.4032], [0.9416, -1.9891, -4.1795], [1.7023, -1.0007, -3.7319], [5.8671, 3.0163, -3.3284], [4.0959, 2.6951, -1.4457], [3.8691, -0.7949, -6.3144], [2.4313, -2.6477, -7.1394], [0.5218, -3.4136, -5.7271], [0.1241, -2.2943, -3.5392], [-5.0074, 2.2324, -0.2310], [-3.8019, 2.5970, 0.6553], [-3.6427, 4.1257, 0.7299], [-4.0454, 2.0560, 2.0650], [-2.5547, 2.0162, 0.0190], [-2.1670, 2.3989, -1.2674], [-1.0345, 1.8576, -1.8296], [-0.2706, 0.9652, -1.1906], [-0.6089, 0.5744, 0.0544], [-1.7441, 1.0878, 0.6657], [0.2829, -0.4118, 0.7151], [0.0537, -0.8937, 1.9916], [0.9130, -1.8201, 2.5853], [2.0082, -2.2303, 1.8290], [2.1910, -1.7189, 0.5604], [1.3563, -0.8361, 0.0117], [0.6294, -2.3264, 3.9875], [-0.7438, -3.0219, 3.9870], [0.6168, -1.1293, 4.9521], [1.6868, -3.3281, 4.4568], [-5.9227, 2.5993, 0.2326], [-5.0927, 1.1502, -0.3443], [-4.9293, 2.6803, -1.2220], [-4.5100, 4.5586, 1.2276], [-3.5668, 4.5725, -0.2618], [-2.7532, 4.3962, 1.3016], [-4.9524, 2.5081, 2.4639], [-3.2303, 2.3120, 2.7456], [-4.1958, 0.9741, 2.0655], [-2.7375, 3.1168, -1.8394], [-0.7208, 2.1410, -2.8257], [-2.0047, 0.7647, 1.6602], [-0.8057, -0.5461, 2.5431], [2.7263, -2.9414, 2.2090], [3.0364, -2.0271, -0.0411], [-1.5512, -2.3416, 3.7127], [-0.9545, -3.4050, 4.9853], [-0.7502, -3.8632, 3.2917], [-0.1589, -0.4042, 4.7018], [1.5809, -0.6177, 4.9463], [0.4276, -1.4820, 5.9657], [1.7154, -4.2080, 3.8116], [1.4417, -3.6656, 5.4626], [2.6780, -2.8723, 4.4950]],
  "forces_ev_per_angstrom": [[-0.20, 0.06, 0.35], [0.02, 0.09, 0.11], [0.18, -0.05, -0.31], [-0.31, -0.25, 0.05], [0.11, 0.10, 0.00], [0.29, 0.24, -0.03], [-0.10, -0.25, -0.23], [0.11, 0.22, 0.18], [-0.19, -0.21, -0.05], [0.17, 0.07, -0.12], [0.03, 0.07, 0.07], [0.10, -0.07, -0.23], [0.01, -0.02, -0.06], [0.03, 0.02, -0.01], [-0.02, -0.03, -0.03], [0.02, 0.02, 0.00], [0.00, 0.00, 0.00], [-0.01, -0.01, -0.01], [0.09, 0.03, 0.05], [-0.14, 0.05, 0.03], [0.02, -0.08, -0.02], [0.02, 0.02, -0.06], [0.06, -0.02, -0.03], [0.02, -0.01, -0.02], [-0.12, 0.05, 0.04], [0.02, -0.08, 0.18], [-0.29, 0.28, -0.15], [0.13, -0.09, 0.01], [0.17, -0.30, 0.31], [-0.06, 0.13, -0.17], [0.11, -0.03, -0.04], [-0.03, 0.01, 0.02], [-0.02, -0.04, 0.07], [-0.12, 0.08, 0.04], [-0.05, -0.09, 0.11], [0.08, 0.03, -0.02], [0.03, -0.01, -0.05], [-0.06, 0.09, -0.07], [0.00, 0.02, -0.02], [-0.03, 0.01, -0.01], [-0.02, -0.01, -0.01], [-0.01, 0.00, -0.02], [0.00, 0.02, 0.02], [-0.01, 0.03, 0.00], [0.00, 0.00, 0.01], [0.00, -0.03, 0.01], [0.02, 0.00, 0.03], [-0.02, -0.01, 0.03], [0.04, -0.01, 0.00], [0.00, 0.00, -0.01], [0.00, -0.01, 0.02], [-0.02, 0.01, 0.01], [0.00, 0.03, -0.03], [0.00, 0.00, 0.01], [-0.01, 0.01, 0.00], [-0.03, -0.01, 0.02], [-0.01, -0.01, 0.01], [-0.01, 0.01, 0.02], [-0.01, 0.00, 0.00], [0.05, -0.01, 0.03], [0.00, 0.00, 0.00], [0.02, -0.05, 0.00]],
  "s2": 6.0360,
  "charge": 2,
  "de_lowest_ev": 0.000,
  "e_tot_ha": -1719.2842,
  "e_homo_ev": [-14.20, -14.68],
  "spin_multiplicity": 5,
  "max_force_ha_per_bohr": 0.0090
}

---

3.
{
  "formula": "C27H30N4O7",
  "method": "the ωB97M-V functional and the def2-TZVPD basis",
  "symbols": ["C", "C", "H", "H", "O", "C", "O", "C", "C", "H", "H", "C", "N", "C", "O", "C", "N", "C", "O", "C", "N", "N", "C", "O", "C", "C", "C", "C", "C", "C", "H", "H", "H", "H", "C", "C", "C", "C", "C", "C", "O", "C", "H", "H", "H", "H", "O", "C", "H", "H", "H", "H", "H", "H", "H", "H", "C", "C", "H", "H", "H", "H", "H", "H", "H", "H", "H", "H"],
  "xyz": [[-4.9923, -1.8278, -2.0300], [-3.6695, -1.6182, -2.7460], [-2.8998, -2.3009, -2.3737], [-3.7861, -1.7610, -3.8258], [-3.2207, -0.2728, -2.5433], [-1.9361, -0.0748, -2.2508], [-1.1163, -0.9484, -2.1454], [-1.6511, 1.4065, -2.0655], [-0.1470, 1.6469, -1.9574], [0.2469, 1.0186, -1.1573], [0.3498, 1.3598, -2.8844], [0.1448, 3.1163, -1.6519], [-0.5485, 3.5236, -0.4511], [-0.0117, 3.8234, 0.7473], [-0.7005, 4.1102, 1.7124], [1.5087, 3.7185, 0.8914], [1.8602, 2.3190, 0.8827], [2.7152, 1.7392, 0.0136], [3.4579, 2.3521, -0.7302], [2.5997, 0.2469, 0.0830], [1.4026, -0.1418, 0.3831], [1.0749, -1.4122, 0.5249], [1.9762, -2.4680, 0.3959], [1.6474, -3.6170, 0.6153], [3.3254, -2.0514, -0.0028], [4.3017, -3.0270, -0.2142], [5.5743, -2.6600, -0.5897], [5.8959, -1.3138, -0.7615], [4.9512, -0.3349, -0.5536], [3.6537, -0.6916, -0.1712], [5.1844, 0.7089, -0.6918], [6.8970, -1.0389, -1.0595], [6.3279, -3.4158, -0.7538], [4.0263, -4.0615, -0.0760], [-0.2945, -1.6059, 0.8381], [-1.0190, -2.6301, 0.2474], [-2.3683, -2.7667, 0.4884], [-3.0248, -1.8539, 1.3109], [-2.3050, -0.8335, 1.9219], [-0.9375, -0.7060, 1.7060], [-0.1743, 0.2537, 2.3026], [-0.7611, 1.1014, 3.2676], [0.0610, 1.6749, 3.6930], [-1.2476, 0.5300, 4.0628], [-1.4729, 1.7989, 2.8164], [-2.8052, -0.1304, 2.5660], [-4.3683, -2.0307, 1.4487], [-5.0878, -1.1679, 2.2967], [-4.7271, -1.2245, 3.3283], [-6.1196, -1.5135, 2.2589], [-5.0424, -0.1304, 1.9494], [-2.9377, -3.5632, 0.0389], [-0.5137, -3.3181, -0.4080], [1.2490, 1.6925, 1.3919], [1.7714, 4.1684, 1.8552], [2.0608, 4.2283, 0.0997], [-1.9866, 3.3794, -0.5608], [-2.3449, 1.9112, -0.7942], [-2.0052, 1.3148, 0.0551], [-3.4256, 1.8006, -0.8877], [-2.3436, 3.9908, -1.3963], [-2.4299, 3.7472, 0.3661], [-0.2203, 3.7414, -2.4769], [1.2176, 3.2683, -1.5623], [-2.0666, 1.9382, -2.9285], [-5.3721, -2.8192, -2.2595], [-5.7165, -1.0872, -2.3596], [-4.8631, -1.7436, -0.9550]],
  "forces_ev_per_angstrom": [[0.37, 0.27, -0.15], [-0.07, -0.52, 0.00], [-0.16, 0.10, -0.13], [0.08, 0.01, 0.13], [-0.46, 0.13, 0.00], [0.34, 0.40, -0.07], [0.11, -0.08, -0.09], [0.18, -0.32, 0.19], [-0.13, 0.14, -0.12], [-0.03, 0.08, -0.09], [0.05, -0.04, -0.02], [0.26, -0.32, -0.20], [-0.27, 0.13, -0.24], [0.36, 0.16, -0.04], [-0.04, 0.04, 0.45], [0.08, 0.18, 0.10], [-0.17, 0.12, 0.24], [-0.22, 0.15, 0.26], [0.22, -0.02, -0.22], [-0.62, -0.53, 0.00], [0.76, 0.81, -0.49], [0.30, -0.42, -0.01], [0.01, -0.16, 0.19], [0.06, 0.01, -0.08], [0.36, 0.37, -0.16], [-0.10, -0.02, 0.03], [-0.05, -0.06, 0.01], [-0.02, 0.03, 0.02], [0.00, 0.08, 0.01], [0.08, -0.54, 0.01], [0.03, 0.07, -0.02], [0.07, 0.04, -0.02], [0.04, -0.07, -0.01], [-0.01, -0.07, 0.01], [-0.47, 0.06, 0.29], [-0.02, 0.18, 0.19], [-0.22, 0.11, 0.13], [0.20, -0.13, -0.16], [-0.25, 0.19, 0.17], [0.30, -0.28, -0.19], [-0.13, -0.27, -0.04], [-0.24, 0.16, 0.27], [-0.08, 0.00, -0.01], [0.02, -0.01, -0.02], [0.03, -0.05, 0.00], [-0.04, 0.07, 0.06], [0.25, -0.19, -0.11], [-0.11, 0.14, 0.12], [0.00, 0.01, -0.03], [0.06, 0.07, 0.04], [0.02, -0.03, 0.02], [-0.07, -0.12, -0.07], [0.03, -0.03, -0.06], [0.04, -0.04, -0.07], [-0.11, 0.01, -0.22], [-0.05, -0.06, 0.06], [-0.34, -0.14, 0.36], [-0.05, 0.27, -0.25], [-0.02, -0.02, 0.09], [-0.03, -0.03, 0.05], [0.01, 0.01, 0.02], [0.02, -0.01, -0.21], [0.10, 0.02, 0.04], [-0.01, 0.08, 0.00], [-0.02, -0.02, 0.01], [-0.07, -0.12, -0.02], [-0.13, 0.03, -0.03], [-0.01, -0.01, 0.11]],
  "de_lowest_ev": 1.546,
  "e_tot_ha": -1792.6306,
  "e_homo_ev": -8.05,
  "spin_multiplicity": 1,
  "smiles": "CCOC(=O)C1CCN(C(=O)CNC(=O)c2nn(-c3ccc(OC)cc3OC)c(=O)c3ccccc23)CC1",
  "max_force_ha_per_bohr": 0.0236
}